# 1
A 2-piece molecular cluster, C5H8O2 overall. Source: OMol25; level of theory: ωB97M-V with the def2-TZVPD basis set.

The geometry in ORCA input format:
```
! RIJCOSX wB97M-V def2-TZVPD def2/J DEFGRID3
* xyz 0 1
O -1.727 -2.564 -0.529
O 2.535 0.609 0.726
C 0.275 0.265 0.408
C 1.652 -0.260 0.039
C -2.079 0.709 -0.226
C -0.808 0.488 -0.565
C -1.537 -1.788 0.285
H 1.795 -0.212 -1.050
H 0.273 1.403 0.286
H -0.445 0.620 -1.581
H -0.003 0.037 1.442
H 1.837 -1.308 0.336
H -2.400 0.685 0.817
H 3.440 0.319 0.581
H -2.808 0.995 -0.969
*
```

The energy relative to the best compared isomer or geometry (same formula, charge and spin) is 271.0 kJ/mol.


# 2
One molecule with the formula C16H30O2. Source: OMol25; level of theory: ωB97M-V with the def2-TZVPD basis set.

The geometry in ORCA input format:
```
! RIJCOSX wB97M-V def2-TZVPD def2/J DEFGRID3
* xyz 0 1
O 5.842 -0.240 1.507
O 5.803 0.157 -0.684
C -3.211 -1.914 -0.240
C 0.399 0.697 0.004
C 5.281 -0.334 0.450
C -2.201 2.361 0.463
C -2.071 -2.930 -0.271
C -1.989 2.437 -1.019
C -4.574 -0.333 1.226
C 2.867 0.156 0.205
C -1.935 -3.583 -1.642
C -4.321 0.982 0.485
C -3.393 -1.302 1.147
C 3.928 -0.954 0.222
C 0.301 1.330 -1.382
C -3.191 1.751 1.096
C -0.520 2.620 -1.414
C 1.455 -0.409 0.069
H 3.929 -1.478 -0.733
H -2.255 -3.701 0.481
H -5.228 1.595 0.548
H -3.001 -1.128 -0.968
H 1.254 -1.051 0.930
H -1.475 2.910 1.049
H -5.464 -0.815 0.814
H -2.850 -4.108 -1.904
H 3.082 0.832 -0.625
H 6.656 0.583 -0.506
H 0.647 1.463 0.740
H -4.135 0.789 -0.570
H 1.305 1.564 -1.747
H 1.391 -1.029 -0.828
H -0.059 3.359 -0.755
H -1.740 -2.833 -2.405
H -3.553 -2.110 1.865
H -0.137 0.607 -2.075
H -1.135 -2.430 -0.011
H -1.116 -4.299 -1.647
H -0.574 0.285 0.272
H -3.228 1.805 2.177
H -2.480 -0.777 1.438
H -2.388 1.550 -1.514
H 3.721 -1.653 1.031
H -0.480 3.019 -2.431
H -4.776 -0.109 2.277
H -4.138 -2.406 -0.540
H 2.937 0.727 1.133
H -2.554 3.297 -1.395
*
```

As for the SMILES: CCCCCC/C=C\CCCCCCCC(=O)O. The energy relative to the best compared isomer or geometry (same formula, charge and spin) is 12.0 kJ/mol.


# 3
C16H18N2PtS6 as an isolated structure. Source: OMol25; level of theory: ωB97M-V with the def2-TZVPD basis set.

The geometry in ORCA input format:
```
! RIJCOSX wB97M-V def2-TZVPD def2/J DEFGRID3
* xyz 2 1
Pt -0.416 -0.072 0.158
S 1.250 -1.663 0.566
S -1.462 -1.994 -0.819
S 0.402 0.434 -1.950
S 0.943 1.537 1.177
S -1.702 -0.592 2.118
S -1.850 1.839 -0.023
N 6.948 2.343 2.078
N 7.327 -1.627 1.343
C -1.964 2.041 -1.821
C -0.421 -0.843 -2.985
C 4.882 0.890 1.541
C 5.013 -0.483 1.284
C -0.534 1.959 -2.343
C -3.403 1.236 0.677
C 6.030 1.695 1.845
C 6.299 -1.119 1.320
C 3.631 1.488 1.479
C -2.582 -2.105 1.585
C -3.000 -2.173 0.118
C -3.029 0.676 2.050
C 2.511 0.723 1.182
C -1.761 -1.389 -2.498
C 3.891 -1.237 0.968
C 2.640 -0.635 0.927
H -3.444 -2.214 2.245
H -1.887 -2.912 1.828
H -3.876 0.514 0.018
H -2.660 1.475 2.696
H -3.898 0.241 2.545
H -0.501 2.070 -3.428
H -2.044 -2.235 -3.126
H 4.005 -2.292 0.754
H -2.360 3.036 -2.024
H 0.084 2.750 -1.912
H -2.631 1.304 -2.261
H -3.735 -1.424 -0.161
H 0.321 -1.642 -3.038
H -2.565 -0.659 -2.510
H -4.076 2.084 0.811
H -0.510 -0.414 -3.984
H -3.410 -3.162 -0.093
H 3.543 2.551 1.664
*
```

Its energy is -3237.892304 Ha.


# 4
A 2-piece molecular cluster, C3H6N2O overall. Source: OMol25; level of theory: ωB97M-V with the def2-TZVPD basis set.

The geometry in ORCA input format:
```
! RIJCOSX wB97M-V def2-TZVPD def2/J DEFGRID3
* xyz 0 1
O 0.880 1.220 0.942
N -2.032 -0.255 1.883
N 0.080 0.208 -1.886
C 0.539 -0.088 1.321
C -0.896 -0.197 1.674
C -0.022 -0.993 -1.345
H -0.680 0.877 -2.021
H 1.151 -0.356 2.182
H 0.961 0.482 -2.310
H 0.528 1.358 0.050
H -1.062 -1.079 -0.973
H 0.756 -0.822 0.518
*
```

The energy relative to the best compared isomer or geometry (same formula, charge and spin) is 380.5 kJ/mol.


# 5
One molecule with the formula C3H5NO2. Source: OMol25; level of theory: ωB97M-V with the def2-TZVPD basis set.

The geometry in ORCA input format:
```
! RIJCOSX wB97M-V def2-TZVPD def2/J DEFGRID3
* xyz 0 1
O -0.084 1.468 0.040
O -2.215 0.515 1.759
N 0.154 -0.744 -0.291
C -0.584 0.347 0.021
C -1.974 0.635 0.587
C 1.596 -0.517 -0.377
H 2.150 -1.396 -0.041
H 1.821 0.319 0.287
H -2.575 1.266 -0.099
H 1.927 -0.236 -1.383
H -0.217 -1.659 -0.503
*
```

As for the SMILES: CNC(=O)C=O. The energy relative to the best compared isomer or geometry (same formula, charge and spin) is 146.5 kJ/mol.


# 6
A 7-piece molecular cluster, C32H83N5O11 overall. Source: OMol25; level of theory: ωB97M-V with the def2-TZVPD basis set.

The geometry in ORCA input format:
```
! RIJCOSX wB97M-V def2-TZVPD def2/J DEFGRID3
* xyz 0 1
O 6.719 0.857 -3.987
O -4.661 -3.246 -1.078
O -1.215 3.635 1.198
O -5.174 -4.237 3.164
O 1.321 -4.240 -2.430
O 4.339 4.240 3.382
O -6.947 1.880 -1.866
O 3.081 1.269 -1.964
O 0.149 -1.673 1.810
O 2.108 -2.078 -4.525
O 0.842 2.099 5.682
N -3.685 -2.361 1.333
N 0.288 1.322 2.778
N 5.186 -1.989 -5.793
N 3.087 2.392 1.558
N -3.672 1.257 -0.308
C 5.503 -1.217 -4.563
C -0.789 4.901 1.012
C 0.840 3.001 6.769
C -2.672 1.841 0.661
C 0.784 -0.879 -0.399
C -0.910 0.003 4.417
C 1.274 -1.562 0.866
C 7.916 0.510 -3.296
C -0.217 -5.049 -0.705
C 2.506 1.855 -3.102
C 2.662 1.990 -0.851
C -0.679 1.383 3.844
C 6.394 -0.080 -5.017
C -4.929 1.955 -0.443
C 4.536 4.863 4.695
C -3.365 -2.674 -1.052
C -3.293 -2.707 2.686
C -0.115 -4.355 -2.094
C 3.059 4.475 2.801
C -7.912 2.145 -0.824
C 3.606 1.826 0.350
C -5.640 -5.507 3.585
C -1.940 3.024 0.125
C 0.958 -1.258 -4.898
C -3.773 -4.128 3.103
C 4.209 -3.064 -5.690
C 2.736 -2.661 -5.745
C -5.782 1.206 -1.456
C -5.350 -3.043 -2.284
C -0.427 2.376 4.987
C 2.983 3.854 1.440
C -2.810 -2.914 0.339
H 5.993 -1.912 -3.773
H -3.651 0.295 -0.069
H -2.642 3.744 -0.261
H 1.989 4.127 1.102
H -5.110 1.138 -2.306
H 2.555 -1.943 -6.561
H -0.093 -0.749 2.010
H 4.355 -3.675 -4.770
H -0.387 5.331 1.926
H 3.789 0.793 0.525
H -1.789 -2.422 0.421
H 2.059 -0.969 1.371
H -5.417 1.917 0.508
H -6.747 -5.436 3.504
H -8.601 2.818 -1.282
H 2.148 -3.575 -6.024
H 2.519 1.166 -3.957
H 0.033 -1.481 -0.868
H 1.240 -0.617 -5.721
H 0.047 5.087 0.279
H 1.572 -0.514 -1.090
H -1.365 2.396 5.656
H 0.050 -1.797 -5.199
H -0.537 -4.983 -2.849
H 3.729 4.427 5.321
H -7.374 2.679 -0.030
H -5.145 -6.269 2.911
H -3.366 -4.812 2.412
H -8.395 1.243 -0.499
H 0.927 4.055 6.365
H -3.765 -2.018 3.380
H 1.683 -2.550 0.688
H -5.218 -5.683 4.560
H -1.584 5.635 0.819
H -0.615 -3.411 -2.055
H -1.610 -0.568 3.809
H -0.019 -0.578 4.557
H 2.384 4.099 3.598
H 1.497 2.077 -2.819
H -5.994 0.236 -1.121
H -2.227 -2.541 2.690
H 5.722 0.421 -5.699
H 5.506 4.610 5.125
H 4.461 5.987 4.704
H 4.514 2.322 -0.070
H -4.612 -2.703 1.184
H 1.304 -3.669 -3.213
H -1.387 0.159 5.374
H -0.104 3.024 7.315
H 0.710 -5.543 -0.498
H 0.372 2.142 2.248
H 4.568 -0.925 -4.129
H 1.670 1.782 -0.471
H 1.608 2.843 7.540
H -2.670 -3.990 0.421
H 7.299 -0.459 -5.491
H 2.894 5.521 2.713
H -2.039 1.037 1.090
H 0.719 -0.611 -4.048
H -4.686 -2.344 -2.832
H -3.217 2.228 1.511
H 2.688 3.067 -0.989
H -6.288 -2.607 -2.054
H 3.085 2.792 -3.358
H -0.225 -4.219 0.028
H 6.059 -2.401 -6.113
H -3.415 -1.627 -1.202
H -0.455 3.419 4.557
H 4.306 -3.605 -6.678
H -2.661 -3.116 -1.743
H 3.663 4.347 0.844
H 8.837 0.603 -3.873
H 7.896 -0.547 -2.933
H -5.463 -3.935 -2.908
H -1.016 -5.718 -0.545
H -4.846 2.982 -0.795
H 0.268 0.102 -0.120
H 1.227 1.078 3.057
H -3.266 -4.334 4.032
H -1.254 2.647 -0.671
H 7.947 1.191 -2.438
H -1.586 1.782 3.471
H 3.820 2.272 2.283
*
```

As for the SMILES: COC[C@H](C)N.COCCNCCOC.COCCNCCOC.COCCNCCOC.COCCNCCOC.CCO.CCO. The energy relative to the best compared isomer or geometry (same formula, charge and spin) is 228.4 kJ/mol.


# 7
One molecule with the formula C4H7N3O. Source: OMol25; level of theory: ωB97M-V with the def2-TZVPD basis set.

The geometry in ORCA input format:
```
! RIJCOSX wB97M-V def2-TZVPD def2/J DEFGRID3
* xyz 0 1
O -1.809 -0.562 0.663
N -0.059 -0.392 -0.760
N -0.159 0.442 2.618
N -0.770 0.157 0.351
C 0.185 0.055 1.465
C 1.226 -0.647 -0.309
C 1.422 -0.566 1.010
C -0.193 0.455 -1.960
H -0.116 1.512 -1.652
H 2.259 -0.547 1.617
H -1.121 0.649 2.831
H -1.064 0.364 -2.501
H 0.756 0.304 -2.509
H 2.016 -0.973 -1.044
H -2.574 -0.251 0.181
*
```

As for the SMILES: [H]/N=c1/ccn(C)n1O. The energy relative to the best compared isomer or geometry (same formula, charge and spin) is 424.5 kJ/mol.


# 8
C7H4GdNO5 as an isolated structure. Source: OMol25; level of theory: ωB97M-V with the def2-TZVPD basis set.

The geometry in ORCA input format:
```
! RIJCOSX wB97M-V def2-TZVPD def2/J DEFGRID3
* xyz 2 8
Gd 0.418 1.329 -0.602
O 0.106 -1.283 -3.195
O 1.194 -2.147 0.138
O -3.039 -1.771 0.631
O -0.673 -0.904 2.555
O -1.560 1.547 0.214
N 2.141 2.819 0.102
C 4.346 4.183 0.479
C -2.320 -0.729 0.679
C 0.557 -1.178 0.244
C -0.872 -0.928 1.385
C 0.201 -0.471 -2.375
C -2.300 0.490 -0.123
C 3.106 3.456 0.300
H 5.201 3.504 0.653
H 4.269 4.870 1.338
H -2.878 0.551 -1.069
H 4.564 4.789 -0.419
*
```

The energy relative to the best compared isomer or geometry (same formula, charge and spin) is 373.9 kJ/mol.


# 9
One molecule with the formula C10H10O2. Source: OMol25; level of theory: ωB97M-V with the def2-TZVPD basis set.

The geometry in ORCA input format:
```
! RIJCOSX wB97M-V def2-TZVPD def2/J DEFGRID3
* xyz 0 1
O 0.356 -0.126 -2.152
O -1.447 2.726 -0.942
C -2.189 -1.260 -1.483
C 2.184 0.674 2.352
C -1.010 1.862 -1.631
C 2.647 0.115 1.174
C 1.830 0.074 0.060
C -0.362 0.419 -1.080
C 0.539 0.583 0.114
C -1.631 -0.318 -0.742
C 0.909 1.212 2.401
C 0.086 1.169 1.289
H -2.103 0.015 0.168
H -0.266 -0.394 -2.837
H 0.548 1.654 3.319
H 2.812 0.686 3.231
H -1.007 1.887 -2.733
H -0.905 1.597 1.341
H 2.182 -0.370 -0.858
H -1.752 -1.636 -2.394
H 3.644 -0.299 1.124
H -3.114 -1.726 -1.191
*
```

As for the SMILES: C=C[C@@](O)(C=O)c1ccccc1. The energy relative to the best compared isomer or geometry (same formula, charge and spin) is 209.1 kJ/mol.


# 10
One molecule with the formula C5H10N2S. Source: OMol25; level of theory: ωB97M-V with the def2-TZVPD basis set.

The geometry in ORCA input format:
```
! RIJCOSX wB97M-V def2-TZVPD def2/J DEFGRID3
* xyz 0 1
S -1.724 -1.631 -1.087
N 0.725 -0.628 -0.555
N -0.912 0.460 0.422
C 1.373 0.287 0.360
C -0.633 -0.590 -0.407
C 1.443 -1.782 -1.062
C 0.263 1.277 0.658
C -2.234 1.039 0.561
H 2.291 0.759 -0.089
H 2.344 -1.441 -1.540
H -2.348 1.485 1.544
H 0.266 2.090 -0.015
H 0.327 1.674 1.684
H 0.772 -2.300 -1.774
H 1.710 -2.501 -0.276
H -2.969 0.223 0.433
H 1.705 -0.243 1.325
H -2.399 1.823 -0.181
*
```

As for the SMILES: CN1CCN(C)C1=S. The energy relative to the best compared isomer or geometry (same formula, charge and spin) is 6.8 kJ/mol.


# 11
A 2-piece molecular cluster, CH5N3O3 overall. Source: OMol25; level of theory: ωB97M-V with the def2-TZVPD basis set.

The geometry in ORCA input format:
```
! RIJCOSX wB97M-V def2-TZVPD def2/J DEFGRID3
* xyz 0 1
O 0.044 2.316 0.660
O 0.900 -0.879 0.671
O 1.756 1.444 -0.550
N -1.072 -0.867 -0.410
N -1.459 -2.109 -0.034
N -0.085 -0.275 -0.085
C 0.597 1.752 -0.488
H -0.159 1.740 -1.243
H 1.757 -0.592 0.245
H 0.716 2.392 1.287
H -2.288 -2.394 -0.515
H -0.707 -2.527 0.461
*
```

As for the SMILES: N/N=N\O.O=CO. The energy relative to the best compared isomer or geometry (same formula, charge and spin) is 133.5 kJ/mol.


# 12
A 8-piece molecular cluster, H14NO10 overall. Source: OMol25; level of theory: ωB97M-V with the def2-TZVPD basis set.

The geometry in ORCA input format:
```
! RIJCOSX wB97M-V def2-TZVPD def2/J DEFGRID3
* xyz -1 1
O 1.813 1.821 -1.388
O -2.759 -1.319 2.006
O -0.281 0.144 3.606
O -0.033 -1.241 0.792
O -1.340 -2.014 -1.759
O 1.287 -0.660 -3.401
O 0.477 2.358 1.050
O 1.399 -0.920 -0.822
O -0.981 1.115 -1.515
O 1.675 0.039 1.033
N 1.091 -0.853 0.403
H 1.666 0.930 -1.141
H -0.579 -2.121 -1.113
H -0.470 2.257 1.035
H 0.943 1.512 1.031
H -1.907 -1.740 -1.032
H -1.422 0.414 -1.065
H 2.109 -1.135 -3.246
H -1.801 -1.244 2.093
H -3.114 -0.821 2.722
H 1.641 1.841 -2.347
H -0.004 1.080 3.567
H -0.392 1.572 -0.850
H 0.808 -0.692 -2.574
H 0.181 -0.319 2.911
*
```

The energy relative to the best compared isomer or geometry (same formula, charge and spin) is 104.2 kJ/mol.